(1)
The following is a DFT calculation (the ωB97M-V functional and the def2-TZVPD basis) of a structure of composition C19H27IrN5O4P.

## Properties
DFT total energy: -1760.19107 hartree
Charge: +2
Energy above the lowest of the compared OMol25 structures with the same formula, charge and spin: 77.6 kJ/mol
HOMO level: -12.899 eV
Spin multiplicity: 1
LUMO: -5.94 eV

```
57
Properties=species:S:1:pos:R:3:forces:R:3:nbo_charge:R:1
Ir -0.0091 0.8299 0.0732 -0.009 0.379 0.850 1.272
C 0.4363 3.7051 -3.1736 0.025 0.005 -0.027 -0.675
C 0.7655 2.6589 -2.1410 0.011 -0.011 -0.106 0.459
O -0.2374 2.2793 -1.3685 -0.139 0.039 -0.047 -0.787
C 2.0486 2.1972 -2.0798 -0.068 -0.028 0.059 -0.413
C 2.6292 1.3141 -1.1295 0.032 -0.013 -0.068 0.342
C 4.0988 1.0464 -1.1802 -0.014 0.014 0.006 -0.669
N 1.9071 0.7527 -0.1930 0.078 -0.364 0.163 -0.314
N 2.5481 -0.1258 0.6817 0.001 0.145 -0.093 -0.395
C 1.7657 -0.4848 1.6521 -0.115 0.106 0.212 0.547
O 0.5271 -0.0358 1.7792 0.088 -0.297 -0.319 -0.675
C 2.2287 -1.4437 2.6699 0.094 -0.047 -0.025 -0.084
C 1.4404 -1.7051 3.7890 0.020 -0.002 -0.024 -0.202
C 1.8669 -2.6268 4.7315 0.002 -0.001 0.020 -0.209
C 3.0713 -3.2939 4.5569 -0.001 -0.010 0.013 -0.170
C 3.8600 -3.0327 3.4439 0.000 0.019 -0.011 -0.208
C 3.4446 -2.1073 2.5023 -0.017 0.023 0.040 -0.174
H -0.5680 4.1069 -3.0567 -0.002 0.007 -0.004 0.189
H 0.5127 3.2860 -4.1775 -0.019 -0.005 0.003 0.257
H 1.1345 4.5386 -3.1121 0.004 -0.008 -0.009 0.259
H 2.7361 2.6130 -2.8020 -0.018 0.020 -0.014 0.244
H 4.5314 1.4932 -2.0703 0.026 -0.002 0.008 0.234
H 4.2900 -0.0256 -1.1631 -0.011 -0.001 -0.011 0.260
H 4.5851 1.4594 -0.2953 -0.014 0.000 0.006 0.265
H 0.5085 -1.1741 3.9259 -0.004 0.007 -0.008 0.225
H 1.2650 -2.8182 5.6097 -0.005 -0.007 -0.008 0.227
H 3.4005 -4.0155 5.2928 -0.001 0.008 0.005 0.230
H 4.8022 -3.5478 3.3150 -0.002 0.001 -0.004 0.230
H 4.0556 -1.8879 1.6379 -0.005 -0.014 -0.011 0.231
N -2.7402 3.3692 -1.6091 -0.050 -0.051 0.052 -0.713
C -3.0917 3.0500 -0.1911 0.011 0.019 0.026 -0.622
P -3.0664 1.2144 -0.1064 -0.102 -0.340 -0.600 2.138
O -2.9587 0.7422 -1.5238 -0.090 -0.030 0.027 -1.156
O -2.0646 0.7494 0.9220 -0.020 0.153 -0.351 -1.093
C -4.7433 0.5750 0.3290 0.107 0.101 0.494 -0.594
N -4.6267 -0.9017 0.0709 -0.050 -0.006 -0.096 -0.675
H -3.1288 2.6342 -2.2189 -0.068 0.031 -0.002 0.469
H -1.7083 3.2205 -1.6902 0.086 -0.006 -0.025 0.483
H -3.0354 4.2968 -1.9071 0.099 0.046 0.019 0.442
H -4.0406 3.5027 0.0913 -0.043 -0.035 -0.098 0.264
H -2.3093 3.4470 0.4532 -0.052 0.030 0.043 0.272
H -5.4732 0.9617 -0.3784 -0.007 0.072 0.038 0.256
H -5.0824 0.7325 1.3510 0.022 -0.038 0.005 0.260
H -4.0326 -1.3529 0.7703 0.017 0.014 0.006 0.450
H -4.1784 -1.0185 -0.8511 0.005 0.009 -0.003 0.471
H -5.5356 -1.3681 0.0702 -0.001 -0.011 -0.001 0.453
C -0.0563 -3.6592 -1.3604 -0.004 -0.001 -0.015 -0.113
C 0.2930 -2.6327 -2.2250 -0.032 0.009 -0.038 -0.230
C 0.1628 -1.3272 -1.8041 -0.171 0.042 -0.014 0.068
N -0.3018 -1.0244 -0.5781 0.454 -0.027 -0.162 -0.369
C -0.6647 -2.0125 0.2582 -0.147 0.097 0.038 0.033
C -0.5582 -3.3388 -0.1086 -0.045 0.006 0.003 -0.230
H 0.0619 -4.6922 -1.6585 -0.006 0.000 0.001 0.251
H 0.6736 -2.8310 -3.2165 0.008 -0.012 0.007 0.256
H 0.4149 -0.4884 -2.4387 0.067 -0.007 0.018 0.233
H -1.0129 -1.6996 1.2313 0.071 -0.024 0.035 0.251
H -0.8412 -4.1042 0.6000 0.005 -0.007 -0.005 0.251
```
Positions in Å, forces in eV/Å.


(2)
The following is a DFT calculation (the ωB97M-V functional and the def2-TZVPD basis) of an isolated molecule of C5H5NO in a non-equilibrium geometry.

## Properties
DFT total energy: -323.46286 hartree
Energy above the lowest of the compared OMol25 structures with the same formula, charge and spin: 149.2 kJ/mol
HOMO level: -10.343 eV
Spin multiplicity: 1
LUMO: 0.56 eV

```
12
Properties=species:S:1:pos:R:3:forces:R:3:nbo_charge:R:1
O -2.1128 -1.2281 0.6190 0.459 0.095 0.309 -0.489
C -0.9639 -0.9571 0.8619 -0.335 -0.033 -0.085 0.433
C -0.4257 0.4223 0.5769 -0.136 0.047 0.068 -0.312
C 1.0200 0.7482 0.3832 0.147 0.012 0.113 -0.382
C 0.1269 0.6097 -0.8252 0.000 0.017 -0.181 -0.324
C 0.2974 -0.6230 -1.5637 0.166 -0.913 -0.395 0.269
N 0.4551 -1.6769 -2.0161 -0.152 1.071 0.273 -0.307
H -0.2666 -1.7168 1.2656 -0.011 0.083 -0.058 0.127
H -1.0729 1.2154 0.9397 0.028 -0.102 -0.153 0.251
H 1.7727 -0.0258 0.5094 -0.196 0.069 0.055 0.236
H 1.3483 1.7499 0.6429 -0.084 -0.179 -0.029 0.235
H -0.1785 1.4823 -1.3935 0.114 -0.167 0.084 0.263
```
Positions in Å, forces in eV/Å.


(3)
The following is a DFT calculation (the ωB97M-V functional and the def2-TZVPD basis) of a structure of composition C6H10N in a non-equilibrium geometry.

## Properties
DFT total energy: -288.93103 hartree
Charge: +1
Energy above the lowest of the compared OMol25 structures with the same formula, charge and spin: 398.9 kJ/mol
HOMO level (spin up / spin down): -11.450 / -11.960 eV
Spin multiplicity: 1
LUMO (spin up / spin down): -4.26 / -4.00 eV

```
17
Properties=species:S:1:pos:R:3:forces:R:3:nbo_charge:R:1
C -2.3438 0.8330 0.4054 4.581 -3.162 -0.766 -0.012
C -1.6846 -0.3295 0.7540 -1.664 0.245 0.530 -0.257
C -1.2008 1.2499 -0.4889 -1.432 -0.579 -3.293 -0.459
C 0.2810 -1.0681 -0.8536 -1.737 -3.296 2.663 -0.486
C 1.2624 -0.9708 0.3008 -1.411 0.621 -1.915 -0.201
C -0.7061 -0.1973 -0.2418 0.891 1.314 -0.154 0.190
N 2.3261 0.0014 0.3303 0.748 2.574 -2.894 -0.688
H -3.2443 1.2311 0.5295 -3.636 1.522 0.798 0.221
H -1.8698 -1.1242 1.4478 -0.262 -0.235 0.243 0.237
H -1.3756 1.7164 -1.5412 0.205 -1.218 1.662 0.233
H -0.6473 1.8969 0.0497 2.180 2.456 1.544 0.211
H 0.5604 -0.7887 -1.7874 1.232 0.896 -2.701 0.241
H -0.1305 -2.1373 -0.9024 0.793 1.360 -0.118 0.253
H 0.9057 -1.2152 1.2341 -0.376 -0.785 1.951 0.205
H 2.3848 0.4993 -0.6433 0.003 -1.269 1.899 0.444
H 3.2558 -0.4173 0.4577 -0.172 0.044 0.208 0.444
H 2.2267 0.8205 0.9491 0.057 -0.489 0.343 0.426
```
Positions in Å, forces in eV/Å.


(4)
The following is a DFT calculation (the ωB97M-V functional and the def2-TZVPD basis) of a cluster of 2 separate species, C19H24O in total in a non-equilibrium geometry.

## Properties
DFT total energy: -813.52411 hartree
HOMO level: -5.991 eV
Spin multiplicity: 1
LUMO: -2.25 eV

```
44
Properties=species:S:1:pos:R:3:forces:R:3:nbo_charge:R:1
C 0.8066 5.3131 0.8139 -0.040 0.038 0.141 -0.595
C -0.3957 4.7184 0.0699 0.043 -0.376 -0.035 -0.070
C -1.6689 5.3462 0.6325 0.031 0.114 -0.014 -0.604
C -0.2691 5.1149 -1.4067 -0.116 0.046 -0.084 -0.594
C -0.4127 3.1829 0.2042 0.227 0.291 -0.077 -0.084
C -1.5182 2.4705 0.6981 0.247 0.271 -0.138 -0.205
C -1.4962 1.1001 0.8345 0.821 -0.829 -0.184 -0.304
C -0.3010 0.3166 0.5543 -0.232 2.032 -0.853 0.355
O -0.2015 -0.9052 0.8571 0.278 -1.643 0.408 -0.738
C 0.7628 1.0731 -0.0995 -0.697 -0.822 0.698 -0.281
C 0.7117 2.4470 -0.2094 -0.264 0.162 -0.112 -0.220
H 1.7512 4.8974 0.4494 -0.117 0.068 0.092 0.205
H 0.8249 6.3984 0.6584 0.071 -0.094 0.052 0.197
H 0.7282 5.1231 1.8899 0.081 -0.025 -0.127 0.210
H -2.5527 4.9970 0.0902 0.045 0.059 0.108 0.207
H -1.7819 5.1147 1.6963 -0.065 0.020 -0.114 0.211
H -1.6162 6.4355 0.5261 -0.029 -0.101 0.019 0.204
H -1.1492 4.7868 -1.9712 0.157 -0.005 0.024 0.208
H -0.1981 6.2065 -1.4847 0.003 -0.103 -0.080 0.196
H 0.6252 4.6769 -1.8624 -0.151 0.065 0.038 0.206
H -2.4219 3.0085 0.9878 0.233 -0.173 -0.087 0.204
H -2.3653 0.5639 1.2009 0.079 0.020 0.105 0.203
H 1.6321 0.5157 -0.4446 0.012 0.226 0.144 0.169
H 1.5806 2.9602 -0.6367 -0.345 -0.108 0.111 0.195
C 2.1271 -2.5184 -0.1047 0.213 0.402 0.417 -0.718
C 0.7829 -3.0107 -0.4790 0.168 0.412 -0.294 0.496
C 0.0622 -2.3196 -1.5647 -0.208 0.536 -0.043 -0.704
C 0.3527 -4.2961 -0.0321 -0.715 -1.372 0.828 -0.230
C -1.0035 -4.7353 -0.1605 0.492 0.252 -0.276 -0.039
C -1.3672 -6.0513 0.1015 0.072 0.098 0.090 -0.251
C -0.4134 -6.9803 0.5385 0.110 0.476 -0.145 -0.134
C 0.9098 -6.5668 0.7438 -0.100 0.075 0.013 -0.233
C 1.2804 -5.2501 0.5059 -0.149 0.577 -0.355 -0.109
H 2.3835 -2.8117 0.9170 -0.010 0.066 -0.178 0.242
H 2.9103 -2.8975 -0.7770 -0.226 -0.131 -0.047 0.248
H 2.1477 -1.4290 -0.1517 -0.050 -0.247 -0.043 0.274
H -1.0163 -2.4615 -1.4846 0.135 0.042 -0.122 0.243
H 0.2790 -1.2507 -1.5197 -0.079 -0.087 -0.106 0.271
H 0.3798 -2.6812 -2.5549 0.075 -0.220 0.205 0.244
H -1.7605 -4.0092 -0.4703 0.260 -0.380 0.121 0.219
H -2.4060 -6.3556 -0.0395 0.334 0.093 0.102 0.229
H -0.7011 -8.0149 0.7208 0.078 0.258 -0.032 0.226
H 1.6604 -7.2794 1.0897 -0.256 0.223 -0.066 0.228
H 2.3172 -4.9430 0.6733 -0.417 -0.205 -0.100 0.223
```
Positions in Å, forces in eV/Å.